1.
{"formula": "C38H33BFeN10O2S3", "method": "ωB97M-V/def2-TZVPD", "elements": ["C", "C", "C", "H", "C", "H", "C", "C", "C", "N", "N", "C", "H", "H", "C", "C", "C", "N", "H", "B", "N", "H", "H", "C", "H", "C", "H", "H", "C", "N", "H", "H", "C", "H", "H", "N", "C", "H", "H", "C", "C", "C", "H", "C", "O", "H", "C", "N", "H", "C", "S", "C", "H", "O", "C", "H", "C", "N", "H", "H", "H", "C", "Fe", "C", "H", "H", "S", "C", "N", "N", "H", "C", "H", "H", "C", "S", "C", "C", "H", "C", "C", "H", "H", "C", "C", "H", "C", "C"], "positions_angstrom": [[1.4208, -5.2179, -0.7922], [-1.3869, 4.3921, -4.0617], [0.9098, 2.2341, -1.3091], [5.5986, -3.0922, 0.3292], [0.0086, 1.8160, 3.2985], [-4.5177, -1.7919, -1.0897], [-4.5688, -4.0101, -0.9394], [-1.7565, -2.7689, 2.6118], [1.2414, 1.4607, 3.9096], [-1.4999, 0.6767, -0.0678], [-2.5275, -4.0983, 0.0142], [2.6088, -5.1819, -1.5101], [3.1473, -0.4274, 4.7531], [-1.2182, 8.3169, -6.8118], [-1.0786, 6.4395, -5.8390], [3.5439, -0.0970, 0.3482], [0.6465, -2.2848, -2.4888], [2.0492, 0.4319, 1.9252], [0.7941, -1.1386, 3.7896], [-1.8703, -1.7353, 0.1996], [2.9372, -0.5251, 1.3768], [-2.6613, 7.2921, -7.0613], [2.1875, -0.8400, -1.7442], [0.5214, 2.4253, 6.0259], [0.7187, 2.6690, 7.0603], [-0.9207, 5.0216, -2.9086], [4.1170, -0.3695, 3.2715], [0.3375, -4.4298, 0.8833], [-3.5127, 1.6320, 0.1628], [-0.3210, -1.1960, 2.0210], [2.1847, -2.9670, 1.6136], [-1.9110, 2.6981, 3.6626], [-3.6408, 0.2616, 0.2671], [-2.5756, -3.4477, 2.4565], [-1.1476, 6.0653, -2.7399], [-1.3721, -1.9404, 1.6287], [1.4664, 1.7869, 5.2620], [0.6078, -5.8572, -1.1128], [-3.5015, -5.8967, -0.3570], [-0.3809, 2.3264, -3.3608], [1.4939, 1.5643, -0.4356], [2.3107, -3.6011, 0.7462], [4.5632, -4.3160, -1.6755], [-4.0934, -2.7306, -0.7788], [-0.2882, 1.6282, 2.0607], [-1.5013, 2.5558, -5.1691], [-0.5554, -2.5693, -1.8848], [-2.4297, -0.2928, 0.0995], [2.7278, -5.7987, -2.3923], [1.2422, -1.3430, -1.6441], [-2.3249, 5.2881, -5.2587], [-1.5769, 7.3017, -6.9711], [-0.1794, 1.2731, -3.5079], [0.0291, 6.5064, -5.3866], [-0.0277, -1.5823, 3.2579], [2.4136, 1.5285, 5.7154], [-2.1463, 1.8326, -0.0386], [-0.6481, -1.8455, -0.7526], [-1.5988, 2.7551, -0.1225], [0.1987, 4.7961, -1.0962], [1.0413, -2.7075, -3.3953], [3.6408, -4.3498, -1.1053], [0.3949, 0.3309, 0.8350], [1.2719, -4.4254, 0.3348], [4.5041, -2.3429, 1.4968], [4.0055, 1.0443, 4.3263], [4.6695, -1.1084, -0.5437], [-0.1712, 4.3162, -1.9930], [-2.8702, -2.8046, -0.2035], [0.4548, -1.0820, -0.6100], [-5.5083, -4.3075, -1.3713], [3.4548, 0.1986, 3.9139], [-0.9279, -3.0813, 4.6352], [-1.3447, -3.2481, -2.1586], [-0.9145, -2.5748, 3.6870], [3.2894, 1.4936, -0.4149], [-3.5434, -4.8206, -0.4226], [-1.1225, 3.0417, -4.2797], [-4.2923, 2.3694, 0.2337], [-0.9613, 2.4535, 4.1207], [2.2405, 0.6840, 3.1838], [-4.5126, -0.3393, 0.4619], [-1.4758, 3.2334, 6.0243], [3.5021, -3.5538, 0.0275], [-0.7085, 2.7471, 5.4326], [-1.1430, 6.9213, -7.8967], [0.1218, 2.9624, -2.2168], [4.6180, -2.6334, 0.4554]], "lowdin_charge": [-0.092, -0.516, -0.016, 0.079, -0.332, 0.106, -0.066, -0.062, -0.121, 0.029, 0.070, -0.090, 0.096, 0.090, -0.740, -0.951, -0.043, -0.045, 0.102, -0.652, -0.013, 0.065, 0.071, -0.107, 0.093, -0.071, 0.066, 0.097, -0.036, 0.046, 0.094, 0.111, -0.069, 0.116, 0.118, 0.039, -0.055, 0.104, 0.100, 0.012, -0.408, -0.045, 0.111, -0.086, -0.118, 0.110, -0.065, 0.048, 0.101, -0.127, 1.029, -0.072, 0.127, 0.045, -0.102, 0.097, -0.126, 0.046, 0.105, 0.131, 0.099, -0.060, 0.438, -0.074, 0.070, 0.094, 0.920, -0.001, -0.015, 0.006, 0.088, -0.006, 0.094, 0.121, -0.036, 0.952, -0.159, -0.070, 0.094, -0.010, -0.256, 0.115, 0.101, -0.299, -0.093, 0.093, -0.235, -0.398], "lumo_ev": [-1.3607, -1.3474], "homo_lumo_gap_ev": [5.7, 5.7], "multiplicity": 1, "homo_energy_ev": [-7.066, -7.043]}


2.
{"formula": "C4H6N2", "method": "ωB97M-V/def2-TZVPD", "elements": ["H", "H", "H", "C", "H", "H", "N", "C", "C", "N", "H", "C"], "positions_angstrom": [[-0.0710, -1.6858, -1.1789], [-0.6238, 1.3787, 1.0898], [-2.1897, -0.0887, -0.8508], [0.7705, -0.0650, 0.0394], [0.0054, 1.9064, -0.5109], [-0.5176, -0.8992, 1.7320], [3.2972, 0.0043, -0.4449], [2.1498, -0.0142, -0.2463], [-0.2744, 1.0498, 0.1084], [-0.1373, -0.7697, -0.7464], [-1.2651, -0.8909, 1.6420], [-1.1440, 0.0743, -0.6334]], "lowdin_charge": [0.174, 0.104, 0.109, -0.323, 0.126, 0.059, 0.109, -0.226, -0.141, 0.057, 0.065, -0.112], "lumo_ev": [0.3501, 0.3491], "homo_lumo_gap_ev": [8.2, 8.2], "multiplicity": 1, "homo_energy_ev": [-7.815, -7.814]}


The energy above the lowest of the compared OMol25 structures with the same formula, charge and spin results, record by record, are as follows: 1.452, 4.426 eV.